Below is a cluster of 12 separate species, C46H82O21 in total, with properties calculated with ωB97M-V/def2-TZVPD.

Geometry as XYZ:
```
149
Properties=species:S:1:pos:R:3:forces:R:3
C -1.924 -9.766 3.000 0.599 -1.654 -0.203
O -2.285 -8.534 3.546 -0.466 1.323 -0.041
C -2.676 -7.573 2.674 -0.323 -0.057 -1.673
O -2.607 -7.589 1.457 0.241 -0.494 1.399
O -3.202 -6.575 3.356 -0.401 -1.095 2.266
C -3.710 -5.429 2.741 0.625 1.028 -0.620
H -2.783 -10.363 2.692 -0.187 0.498 -0.689
H -1.515 -10.428 3.763 0.205 0.647 0.551
H -1.140 -9.685 2.247 -0.402 0.124 -0.295
H -2.856 -5.079 2.162 -0.640 0.596 -0.612
H -3.961 -4.688 3.500 0.405 -0.280 0.343
H -4.646 -5.538 2.194 0.341 -0.623 -0.425
C 8.094 -0.796 2.148 -1.665 2.656 0.510
O 8.817 -1.928 1.994 2.724 -0.414 1.131
C 8.338 -2.896 1.312 -2.136 -2.321 -2.641
O 7.158 -3.002 0.927 2.984 -0.160 0.782
O 9.399 -3.731 1.049 -0.155 0.473 -0.538
C 9.208 -4.834 0.106 -0.891 0.855 0.873
H 8.644 -0.045 2.716 0.403 -0.462 0.186
H 7.178 -0.988 2.706 -0.242 0.089 -0.343
H 7.930 -0.310 1.187 -0.516 -0.215 -0.104
H 10.117 -5.241 -0.337 0.501 0.436 0.900
H 8.671 -4.449 -0.760 -0.688 -0.353 0.331
H 8.719 -5.545 0.772 -0.342 -0.586 -1.077
O 3.991 -0.434 6.853 -0.633 -2.685 -0.439
C 3.564 -1.544 6.541 1.972 2.877 -0.018
C 2.072 -1.882 6.414 2.439 0.655 0.864
C 2.161 -3.020 5.503 -0.945 -2.224 -1.190
C 3.558 -3.694 5.667 0.678 1.782 -0.401
O 4.425 -2.573 6.129 -2.583 0.603 0.913
H 1.814 -2.167 7.434 -0.650 0.223 -0.046
H 1.566 -1.012 5.996 -0.119 -0.133 0.535
H 1.307 -3.669 5.695 0.266 -0.570 -0.171
H 2.017 -2.675 4.479 0.319 -0.079 -0.104
H 3.660 -4.534 6.354 -0.269 0.160 0.049
H 4.043 -3.903 4.713 -0.493 -0.586 -0.011
O 7.277 2.128 -3.441 -1.243 1.085 -1.767
C 6.833 2.635 -4.462 0.840 -0.216 1.498
C 5.544 3.473 -4.723 1.621 -0.802 1.138
C 5.745 4.067 -6.089 -0.230 -0.139 -0.452
C 6.709 3.074 -6.719 0.721 -0.979 -0.198
O 7.503 2.534 -5.628 -0.341 0.104 -0.108
H 4.783 2.695 -4.776 -0.440 0.319 0.336
H 5.415 4.201 -3.922 -0.336 -0.339 0.023
H 4.731 4.067 -6.487 0.382 0.319 -0.886
H 6.196 5.058 -6.139 -0.265 0.050 0.411
H 6.239 2.212 -7.192 -0.373 0.044 0.009
H 7.462 3.420 -7.427 -0.339 0.530 0.017
O 4.828 5.479 8.070 -4.327 -2.852 -1.415
C 3.742 4.895 7.709 4.780 2.885 2.653
C 2.633 4.421 8.660 0.366 0.780 -0.569
C 1.400 4.443 7.735 0.220 -1.238 1.321
C 2.027 4.453 6.348 -0.771 -0.238 -0.401
O 3.376 4.876 6.446 0.153 0.539 0.095
H 2.724 3.418 9.076 0.668 0.154 -0.111
H 2.699 5.151 9.466 -0.452 -0.164 0.081
H 0.938 3.476 7.931 -0.424 0.084 -0.413
H 0.636 5.180 7.984 0.390 0.353 -0.399
H 2.147 3.449 5.942 -0.878 0.061 -0.330
H 1.473 5.164 5.735 0.299 -0.383 -0.520
O -5.132 3.194 -5.653 3.104 -1.111 -2.155
C -4.319 2.787 -6.518 -4.462 1.614 2.886
C -4.367 3.243 -7.963 1.063 0.189 -0.087
C -4.027 1.897 -8.649 -0.478 1.667 0.396
C -3.088 1.317 -7.608 0.747 -0.576 -0.365
O -3.496 1.743 -6.312 -1.234 0.720 -0.067
H -5.266 3.778 -8.269 -0.347 -0.681 0.404
H -3.627 4.033 -8.094 0.642 -0.217 -0.046
H -5.025 1.459 -8.696 0.399 -0.915 -0.275
H -3.555 2.002 -9.626 -0.186 -0.186 0.058
H -3.085 0.227 -7.612 0.412 0.119 0.038
H -2.107 1.788 -7.673 0.345 -0.625 -0.774
O 2.562 7.310 -1.727 -0.640 -0.426 0.202
C 1.381 7.117 -1.576 1.505 -0.670 -3.109
C 0.352 6.542 -2.594 3.999 -0.856 -1.106
C -0.890 7.013 -2.107 -3.734 1.283 -1.135
C -0.641 7.313 -0.693 -2.559 -0.508 2.299
O 0.711 7.491 -0.547 0.753 1.216 2.898
H 0.673 6.874 -3.582 -0.158 -0.137 -0.016
H 0.355 5.453 -2.575 0.501 -0.085 -0.008
H -1.235 7.943 -2.559 0.118 -0.016 -0.476
H -1.649 6.261 -2.321 -0.379 0.267 0.495
H -1.166 8.179 -0.289 0.150 0.269 -0.325
H -1.017 6.506 -0.064 0.441 -0.364 0.275
C -4.257 -1.022 7.687 -0.207 2.498 -0.711
C -4.518 -0.237 9.004 -0.486 -1.838 -0.658
C -5.646 0.696 8.579 2.319 1.460 0.705
O -5.271 1.156 7.238 -0.564 -0.410 1.965
C -4.377 0.215 6.672 -0.620 -1.227 -1.157
H -5.141 -1.615 7.451 0.203 -0.394 0.278
H -3.339 -1.608 7.659 -0.097 0.167 -0.184
H -3.663 0.313 9.396 0.107 0.038 -0.429
H -4.800 -0.948 9.781 -0.242 0.122 0.154
H -5.415 1.531 9.241 -1.055 0.563 -0.083
H -6.660 0.339 8.759 0.004 -0.118 -0.724
H -3.481 0.671 6.249 0.581 0.254 1.034
H -4.901 0.006 5.740 0.062 -1.114 -0.193
C -3.933 -3.831 -3.618 -0.988 -0.013 0.824
C -4.819 -5.111 -3.692 0.297 0.381 -1.233
C -4.113 -5.819 -4.857 -1.615 -1.337 0.895
O -2.787 -5.600 -4.694 2.957 0.236 1.125
C -2.587 -4.243 -4.241 -1.408 -0.318 -0.874
H -3.945 -3.661 -2.542 0.729 0.729 -0.114
H -4.305 -2.945 -4.133 -0.292 -0.138 0.091
H -5.888 -5.084 -3.903 -0.018 0.824 -0.019
H -4.740 -5.562 -2.703 0.296 -0.729 -0.383
H -4.427 -5.482 -5.846 -0.530 0.381 -0.103
H -4.283 -6.895 -4.807 0.019 -0.155 -0.197
H -2.485 -3.717 -5.190 0.483 0.690 0.240
H -1.736 -4.087 -3.578 0.078 -0.546 -0.251
C 1.079 0.638 -0.205 2.156 0.536 0.307
C -0.274 0.864 -0.762 -0.826 -1.038 -0.353
C -1.039 1.083 0.486 -0.479 1.278 1.705
O -0.167 1.943 1.357 0.133 -1.729 -1.162
C 1.209 1.553 1.031 -0.805 0.799 -1.195
H 1.810 0.791 -0.998 0.465 0.247 0.338
H 1.244 -0.383 0.140 -0.472 -0.228 -0.235
H -0.443 -0.079 -1.282 -0.978 0.089 -0.109
H -0.516 1.679 -1.445 0.934 0.151 -0.089
H -1.271 0.159 1.017 -0.004 -0.065 0.096
H -1.945 1.671 0.338 -0.077 -0.172 0.159
H 1.744 1.075 1.852 -0.267 0.073 0.162
H 1.708 2.471 0.724 0.223 0.070 0.375
C -8.539 3.223 -0.342 0.104 0.604 -1.521
C -8.204 4.162 0.833 -0.271 -0.658 -0.839
C -7.465 3.184 1.702 -0.313 -0.374 1.421
O -7.198 1.952 1.032 0.510 -0.060 0.022
C -7.503 2.107 -0.357 0.309 0.605 1.772
H -8.283 3.673 -1.301 -1.178 0.611 -0.197
H -9.574 2.897 -0.245 0.147 -0.218 -0.427
H -9.078 4.521 1.377 -0.158 -0.041 -0.327
H -7.637 5.050 0.552 0.224 -0.242 -0.135
H -8.144 2.851 2.486 0.297 0.394 0.552
H -6.613 3.725 2.113 0.530 -0.762 0.178
H -7.791 1.147 -0.785 -0.161 0.132 0.086
H -6.577 2.459 -0.810 -0.029 0.001 -0.593
C 4.334 -3.822 -7.630 -0.888 1.176 0.918
C 3.506 -4.026 -6.350 -0.572 1.617 1.491
C 3.818 -2.759 -5.463 2.681 -1.079 -1.508
O 4.239 -1.727 -6.435 -0.522 -0.180 0.265
C 4.410 -2.251 -7.785 -0.851 -1.164 1.167
H 3.851 -4.338 -8.459 0.499 0.051 -0.161
H 5.327 -4.186 -7.366 0.066 -0.153 -0.606
H 3.731 -4.943 -5.805 0.127 0.009 -0.120
H 2.420 -3.947 -6.393 -0.113 -0.485 -1.025
H 4.724 -2.939 -4.885 0.265 -0.206 0.088
H 3.114 -2.517 -4.668 -0.701 0.687 -0.889
H 5.345 -1.956 -8.261 0.260 0.168 0.576
H 3.621 -1.790 -8.380 -0.255 -0.414 -0.198
```
Forces are in eV/Å.

Calculated values
* largest force on an atom: 6.2 eV/A
* HOMO-LUMO gap: 9.33 eV
* SMILES string: COC(=O)OC.COC(=O)OC.O=C1CCCO1.O=C1CCCO1.O=C1CCCO1.O=C1CCCO1.O=C1CCCO1.C1CCOC1.C1CCOC1.C1CCOC1.C1CCOC1.C1CCOC1
* spin multiplicity: 1